1.
Formula: C49H45AsCl2KN6O7S4
Source: the Open Molecules 2025 dataset
Level of theory: the ωB97M-V functional and the def2-TZVPD basis

Structure (XYZ):
```
115
Properties=species:S:1:pos:R:3:mulliken_charge:R:1
As -1.203 -0.218 -3.438 0.83
K 0.531 -0.156 -0.636 0.95
Cl 3.154 -0.926 -5.563 -0.20
Cl 6.674 -4.465 -3.512 -0.29
S 1.439 2.796 -5.957 0.08
S -3.045 -0.128 2.475 -0.43
S 0.254 -4.001 5.798 1.39
S -0.741 1.633 5.317 0.22
O -3.675 -4.252 1.445 -0.72
O -1.964 0.275 -0.252 -0.62
O 0.821 -4.573 4.602 -0.65
O 2.241 -0.678 -2.788 0.01
O 1.013 -3.028 6.545 -0.70
O 2.925 -0.893 0.056 -0.54
O -3.529 -3.682 3.517 -0.71
N 1.088 2.506 -1.567 0.63
N -2.298 1.382 0.372 0.40
N -1.001 -2.596 3.063 1.00
N 0.009 -2.472 1.088 -0.28
N 0.628 2.169 1.147 1.07
N -3.088 -3.735 2.377 1.32
C 3.908 -2.084 -1.782 0.99
C 2.665 5.299 1.149 -0.94
C -1.806 -3.205 2.121 -0.15
C 2.104 3.952 -4.848 0.68
C 1.969 3.680 -7.332 -0.59
C 1.298 2.702 -2.843 -0.04
C -0.132 -5.347 6.907 -0.52
C -4.352 -3.243 -5.776 -0.67
C -0.468 1.940 6.986 -0.62
C -2.271 3.774 0.323 -1.19
C 1.146 -6.034 7.361 -1.23
C 0.524 2.855 7.167 -0.50
C 0.501 2.741 4.832 0.82
C -3.415 -2.918 -4.803 -0.25
C 5.389 -3.300 -3.254 0.20
C -3.635 -1.866 -3.909 0.38
C 3.628 -1.780 -0.390 -0.53
C -5.533 -2.523 -5.880 -0.38
C 4.836 -2.641 -4.364 -0.61
C 1.611 4.039 2.994 -1.07
C 4.936 -3.016 -1.997 -0.80
C -1.351 -3.338 5.425 -1.16
C -2.770 3.795 1.629 -0.35
C 0.360 2.084 2.429 -0.80
C -1.326 -2.191 4.420 -1.11
C -1.171 -3.117 0.918 -0.96
C 2.342 4.548 -1.142 0.74
C 0.079 -2.159 2.375 0.70
C 1.217 -1.428 2.991 -0.81
C -3.023 2.602 2.266 -0.73
C 1.888 4.192 1.651 0.78
C 2.516 4.731 -2.499 -0.76
C -2.618 -1.498 -2.882 -1.15
C 2.712 4.971 -5.555 -0.74
C 1.081 3.315 5.944 -0.70
C -4.833 -1.155 -4.025 -0.24
C -2.048 2.559 -0.264 0.04
C -5.769 -1.476 -4.996 -0.69
C -0.652 -1.027 -5.138 -1.20
C 0.818 2.962 3.433 -0.20
C 2.876 5.469 -0.168 -1.06
C -2.356 1.185 -4.188 -1.36
C 1.368 3.244 0.710 -0.61
C 3.824 -1.744 -4.183 0.34
C 1.980 3.801 -3.414 0.32
C 3.233 -1.426 -2.886 -0.44
C 1.598 3.420 -0.671 -0.62
C -2.786 1.346 1.660 0.38
C 2.634 4.809 -6.963 -0.42
H -0.619 -1.421 4.714 0.28
H 0.894 -6.861 8.025 0.40
H 1.791 -5.341 7.901 0.32
H 1.717 -2.040 3.746 0.43
H -0.059 -1.919 -4.937 0.29
H -1.763 -2.960 6.364 0.59
H 3.059 5.507 -7.675 0.36
H -2.023 4.673 -0.223 0.39
H 3.456 6.314 -0.529 0.36
H 1.697 -6.432 6.508 0.31
H -3.392 2.577 3.283 0.40
H 5.208 -2.840 -5.360 0.43
H 0.888 -0.501 3.469 0.06
H -3.059 -1.023 -2.002 0.43
H 5.384 -3.503 -1.137 0.33
H -0.788 -6.031 6.363 0.36
H 1.926 -1.179 2.201 -0.12
H -2.993 1.570 -3.390 0.30
H 4.172 -2.441 0.322 0.14
H -2.306 -1.722 4.415 0.42
H 0.860 3.183 8.143 0.38
H -1.601 2.417 -1.237 0.51
H -1.043 1.426 7.744 0.38
H -6.267 -2.779 -6.635 0.36
H 3.200 5.805 -5.069 0.34
H -1.723 1.996 -4.550 0.39
H 3.074 5.596 -2.844 0.23
H 3.074 6.002 1.869 0.35
H -1.502 -1.263 -5.778 0.40
H 2.006 4.766 3.698 0.27
H -1.527 -3.477 -0.035 0.52
H -2.493 -3.484 -4.730 0.37
H -4.154 -4.065 -6.455 0.36
H -2.103 -2.390 -2.517 0.41
H -0.687 -4.926 7.750 0.36
H 0.006 -0.312 -5.633 0.25
H 0.914 1.917 -3.497 -0.53
H 1.901 4.019 5.878 0.36
H 1.777 3.315 -8.331 0.39
H -6.689 -0.907 -5.058 0.37
H -2.972 0.812 -5.007 0.45
H -5.022 -0.343 -3.331 0.42
H -0.259 1.228 2.712 0.35
H -2.941 4.733 2.144 0.34
H -1.981 -4.156 5.077 0.56
```

2S+1: 2
Highest occupied orbital energy (alpha / beta): 0.0 / -2.4 eV
Total energy: -220366.426 eV
Total charge: -2
Kohn-Sham gap (alpha / beta): 3.15 / 5.54 eV
Expectation value of S²: 0.794
ΔE to the lowest compared entry with this formula, charge and spin: 8.7 kcal per mole

2.
Formula: C49H46CoFGeOP2
Source: the Open Molecules 2025 dataset
Level of theory: the ωB97M-V functional and the def2-TZVPD basis

Structure (XYZ):
```
101
Properties=species:S:1:pos:R:3:mulliken_charge:R:1
Ge 3.501 -1.471 -2.590 0.51
Co 0.800 -0.102 -0.807 -0.25
P -0.532 1.994 -0.790 1.09
P 1.304 -0.325 1.399 2.15
F -2.850 -5.003 -1.908 -0.47
O -1.448 0.093 1.079 0.01
C 1.329 1.251 2.357 0.62
C -4.263 0.434 -1.868 -1.48
C -3.555 -0.607 0.196 0.94
C 4.995 -1.084 3.124 -0.68
C -2.133 1.051 -0.933 0.44
C -2.177 -2.993 2.829 0.01
C 0.498 3.679 -4.985 -0.60
C 0.206 2.332 -4.816 -0.91
C -1.145 3.535 1.463 0.15
C -2.725 5.343 1.620 -0.66
C 3.764 -1.384 -4.551 -1.33
C -1.817 4.492 2.223 -0.99
C -1.320 -1.047 1.813 -0.45
C 0.870 2.619 4.302 -0.81
C -1.294 -1.733 -2.279 0.93
C -3.090 1.184 -1.921 -0.27
C -2.144 -2.821 -2.510 -0.72
C 3.003 -3.343 -2.255 -1.00
C -2.414 0.168 0.110 -1.14
C 5.313 -1.300 -1.817 -1.16
C 5.245 -2.381 2.709 -0.70
C -2.400 -1.885 2.014 0.72
C 3.802 -0.451 2.782 -0.87
C -1.053 -4.004 -0.733 -0.55
C 1.963 2.345 1.766 -0.49
C -4.642 -0.862 2.431 -1.98
C -0.927 -3.245 3.371 -1.47
C -0.303 -1.697 -1.277 -0.56
C 0.152 -2.412 3.078 -0.17
C 0.434 4.534 -3.893 -0.75
C -0.020 -1.298 2.271 -1.27
C -0.155 1.844 -3.567 -0.56
C -2.010 -3.939 -1.718 -0.02
C -0.227 -2.894 -0.537 1.26
C -4.489 -0.447 -0.824 -0.07
C -4.436 -2.849 0.908 -2.01
C -0.256 2.698 -2.467 0.56
C 0.062 4.047 -2.645 -0.85
C 0.787 1.399 3.634 -0.75
C 2.063 3.557 2.438 -0.58
C 3.118 -2.410 1.589 0.09
C -1.373 3.412 0.097 0.08
C -3.757 -1.557 1.380 1.70
C 2.298 -0.134 -1.946 -0.95
C 2.844 -1.109 2.018 0.70
C 4.300 -3.047 1.938 -0.91
C 1.514 3.697 3.707 -0.59
C -2.299 4.271 -0.498 -0.40
C -2.965 5.230 0.253 -0.78
H 4.088 -0.381 -4.846 0.38
H 3.625 0.565 3.111 0.32
H -2.503 4.190 -1.559 0.37
H 1.139 -2.648 3.459 0.56
H -0.440 2.864 1.945 0.78
H 5.823 -0.406 -2.191 0.37
H -2.902 1.838 -2.765 0.42
H 3.672 -3.998 -2.828 0.47
H 2.432 0.779 -2.557 0.39
H 3.105 -3.597 -1.194 0.16
H -0.957 -4.900 -0.126 0.44
H -4.177 0.066 2.773 0.41
H -0.315 0.782 -3.432 0.44
H 1.969 -3.537 -2.554 0.26
H 5.915 -2.182 -2.067 0.34
H 4.519 -2.110 -4.881 0.36
H 6.177 -2.868 2.972 0.36
H 2.821 -1.607 -5.060 0.34
H -5.426 -2.639 0.501 0.51
H 1.584 4.644 4.230 0.37
H 0.789 4.058 -5.958 0.37
H -3.836 -3.336 0.135 0.25
H -2.989 -3.677 3.042 0.29
H 0.285 0.559 4.102 0.46
H 0.512 -2.983 0.254 -0.15
H 5.238 -1.223 -0.725 0.25
H 0.681 5.583 -4.009 0.40
H -3.679 5.888 -0.228 0.42
H 0.024 4.725 -1.800 0.46
H -4.783 -1.517 3.298 0.42
H -5.411 -1.016 -0.808 0.30
H -1.448 -0.872 -2.921 0.16
H -5.001 0.527 -2.657 0.36
H 2.399 -2.918 0.958 0.30
H -3.247 6.090 2.206 0.37
H 0.436 2.723 5.290 0.41
H 2.369 2.233 0.764 0.26
H -1.620 4.568 3.286 0.48
H 0.288 1.647 -5.653 0.45
H 4.493 -4.055 1.590 0.43
H -0.783 -4.118 3.998 0.39
H -2.909 -2.796 -3.280 0.40
H 5.733 -0.554 3.716 0.40
H 2.555 4.399 1.963 0.43
H -5.623 -0.622 2.008 0.39
H -4.572 -3.545 1.737 0.49
```

2S+1: 2
Highest occupied orbital energy (alpha / beta): -3.2 / -3.4 eV
Total energy: -169043.824 eV
Total charge: -1
Kohn-Sham gap (alpha / beta): 5.63 / 5.88 eV
Expectation value of S²: 1.200

3.
Formula: C49H46F5GeN2OS4Y
Source: the Open Molecules 2025 dataset
Level of theory: the ωB97M-V functional and the def2-TZVPD basis

Structure (XYZ):
```
109
Properties=species:S:1:pos:R:3:mulliken_charge:R:1
Y 1.382 -0.008 1.553 0.49
Ge -3.387 1.005 0.468 0.91
S 1.956 -1.877 -1.357 -0.12
S 3.360 -0.764 3.282 -0.39
S -0.398 -0.370 3.975 -0.47
S -1.699 -0.479 0.970 -0.03
F 5.690 0.892 3.672 -0.42
F 7.933 1.085 2.056 -0.31
F 6.259 -2.585 -0.606 -0.31
F 4.034 -2.648 0.935 -0.39
F 8.219 -0.604 -0.013 -0.33
O 1.603 -0.585 -0.386 -0.08
N 2.216 2.185 1.031 0.83
N 3.367 4.476 0.490 0.00
C -4.033 -1.766 4.715 -0.74
C 4.435 -3.443 -2.762 0.53
C -3.322 4.368 3.706 -0.48
C 5.841 0.102 2.600 0.12
C 3.216 -1.136 -2.370 -1.07
C 0.662 -3.146 -3.477 0.54
C -4.362 -2.273 3.451 -0.51
C -3.416 2.403 1.742 0.00
C -2.505 -1.192 2.418 -0.22
C 0.240 -2.985 -4.845 -0.48
C -5.211 -0.449 -1.228 -0.59
C -4.482 3.429 1.825 -0.12
C -7.628 -0.827 -1.051 -0.86
C -8.824 0.406 2.246 -0.51
C 6.962 0.203 1.773 0.22
C 5.373 -2.630 -5.249 -0.59
C -2.332 3.433 3.605 -0.84
C 4.051 -2.182 -3.233 0.59
C -8.867 -0.006 0.908 -0.84
C -7.666 -0.099 0.188 0.83
C 6.153 -1.674 0.412 0.17
C 3.086 2.092 -0.157 0.32
C 1.260 -5.411 -4.062 -0.67
C -2.876 -1.033 4.825 -0.62
C 1.168 -4.402 -3.135 0.18
C 3.785 3.433 -0.476 -1.09
C 7.077 -0.679 0.674 0.57
C 4.778 -0.834 2.284 0.43
C 5.035 -1.751 1.240 0.16
C -5.153 0.177 0.015 0.47
C 1.861 4.616 0.398 -0.85
C 2.969 2.728 2.205 -0.32
C -3.616 -2.044 2.343 -0.40
C -6.418 0.851 2.050 -0.47
C -6.429 -1.010 -1.704 -0.87
C 0.988 -5.205 -5.411 -0.42
C -6.381 0.320 0.778 0.63
C 0.444 -3.974 -5.811 -0.55
C -1.985 -0.893 3.698 0.56
C -4.427 4.370 2.838 -0.62
C 5.299 -4.257 -3.505 -0.95
C -2.726 1.761 -1.253 -1.40
C 3.816 4.012 1.853 -0.67
C 0.577 -1.982 -2.537 -0.90
C -2.345 2.498 2.621 0.28
C 5.727 -3.832 -4.718 -0.45
C 4.508 -1.817 -4.527 -0.66
C -7.607 0.813 2.816 -1.09
C 1.195 3.251 0.714 -0.26
H 3.620 4.809 2.584 0.31
H 0.586 -0.996 -3.087 0.29
H 2.536 1.905 -1.093 0.37
H 4.095 -3.788 -1.779 0.31
H 0.168 -3.739 -6.860 0.35
H -5.136 -2.994 3.423 0.48
H -3.596 2.094 -1.850 0.40
H -3.232 5.121 4.500 0.36
H 1.568 4.993 -0.587 0.35
H -6.357 -1.517 -2.677 0.36
H -9.720 -0.482 0.454 0.39
H 1.451 -6.429 -3.836 0.44
H 6.456 -4.457 -5.262 0.34
H 3.865 -0.623 -1.676 0.18
H 2.720 -0.396 -2.973 0.65
H 1.509 5.466 1.023 0.33
H 5.583 -2.311 -6.274 0.37
H -0.255 -2.014 -5.114 0.28
H 1.306 -5.927 -6.183 0.36
H -5.467 1.063 2.521 0.62
H -1.512 1.754 2.547 0.08
H -4.660 -2.019 5.538 0.49
H -5.240 3.528 1.041 0.42
H 3.929 1.329 -0.042 -0.28
H 4.918 3.848 1.807 0.35
H -3.931 -2.366 1.338 0.33
H 0.562 2.969 -0.166 0.34
H 3.515 3.768 -1.484 0.35
H 4.243 -0.859 -4.947 0.37
H -9.742 0.395 2.871 0.35
H 1.506 -4.678 -2.100 0.21
H 4.878 3.316 -0.453 0.36
H -7.634 1.049 3.875 0.42
H 0.528 3.407 1.597 0.17
H -1.567 3.452 4.346 0.54
H -2.206 2.674 -0.988 0.43
H 5.522 -5.262 -3.133 0.45
H -2.476 -0.630 5.793 0.36
H 3.781 5.427 0.215 0.35
H -8.473 -1.379 -1.455 0.34
H 3.607 1.914 2.599 -0.09
H -2.019 1.130 -1.829 0.32
H -0.342 -1.962 -1.877 0.42
H -4.254 -0.626 -1.722 0.41
H -5.309 4.977 2.913 0.45
H 2.242 3.003 2.962 0.65
```

2S+1: 2
Highest occupied orbital energy (alpha / beta): -6.3 / -8.9 eV
Total energy: -171065.417 eV
Total charge: +1
Kohn-Sham gap (alpha / beta): 2.76 / 5.36 eV
Expectation value of S²: 0.754
ΔE to the lowest compared entry with this formula, charge and spin: 74.0 kcal per mole

4.
Formula: C49H46N7NaO7S2Si
Source: the Open Molecules 2025 dataset
Level of theory: the ωB97M-V functional and the def2-TZVPD basis

Structure (XYZ):
```
113
Properties=species:S:1:pos:R:3:mulliken_charge:R:1
S 1.270 -2.205 -1.671 1.37
S 1.072 3.075 -0.277 1.26
Si -2.088 -0.331 -2.561 -1.97
Na 1.064 0.335 -0.472 1.12
O 1.074 -1.872 -0.233 -0.74
O 9.276 0.531 -0.188 -0.74
O 1.135 2.881 -1.714 -0.60
O -0.260 3.361 0.244 -0.74
O 8.956 0.986 -2.380 -0.75
O -0.709 -0.347 -1.821 2.04
O 1.747 2.011 0.481 -0.84
N 2.590 0.308 -2.773 0.65
N 4.376 -0.263 -0.823 0.05
N -2.034 1.468 6.616 0.08
N -2.993 -0.528 6.377 -0.69
N -0.066 -0.209 2.198 0.57
N -2.620 1.395 1.050 -0.80
N 4.045 -2.055 1.490 -0.23
C 3.336 0.542 -5.429 -0.72
C -1.884 -0.468 -4.459 0.54
C 8.603 0.663 -1.228 0.59
C -4.437 3.640 -1.657 -0.54
C -2.445 2.468 -2.320 -0.13
C -3.032 2.082 8.863 -1.00
C 6.221 0.467 -2.145 -0.99
C 6.559 -0.064 0.139 -0.67
C -5.109 -3.269 -2.257 -0.68
C 1.682 0.475 -3.729 -0.93
C -1.461 0.174 4.573 1.18
C -2.438 0.443 -5.360 -0.51
C 5.204 -0.368 0.208 0.59
C 4.656 -0.042 2.625 -0.71
C 4.096 -0.509 3.799 -0.45
C -3.093 3.653 -2.005 -0.63
C -2.182 0.345 5.838 0.04
C -4.487 0.314 9.669 -0.43
C 2.028 4.549 0.082 -1.27
C -2.188 0.360 -6.726 -0.74
C -3.193 -1.793 -2.047 0.42
C -0.015 0.956 2.835 -0.84
C -3.881 1.567 9.827 -0.39
C 0.356 -3.758 -1.924 -1.55
C 2.902 -2.997 -1.716 -0.87
C -1.521 -1.044 3.903 -0.79
C 4.870 0.155 -1.988 1.43
C -3.408 0.038 7.565 0.52
C 3.502 -1.763 3.803 -0.56
C -1.064 -1.470 -4.988 0.01
C -0.810 -1.564 -6.349 -0.63
C -1.373 -0.645 -7.226 -0.50
C -4.468 1.251 -1.937 -0.72
C -4.341 -2.209 -2.722 -0.50
C 4.612 -0.849 1.489 0.01
C 4.290 0.389 -4.439 -1.12
C 3.501 -2.488 2.622 -0.22
C -4.733 -3.944 -1.102 -0.54
C -3.117 1.241 -2.290 0.93
C -2.830 -2.489 -0.891 -0.35
C -2.814 1.302 7.735 0.64
C -0.697 1.192 4.019 -0.83
C 3.882 0.289 -3.104 0.10
C -3.587 -3.555 -0.422 -0.68
C 7.089 0.352 -1.071 -0.59
C -5.127 2.435 -1.629 -0.47
C 1.999 0.599 -5.073 -1.00
C -0.811 -1.177 2.722 -0.58
C -4.261 -0.461 8.546 -0.71
H 2.917 -3.858 -1.048 0.46
H 0.584 1.725 2.361 0.44
H -2.540 4.585 -2.002 0.37
H 7.216 -0.166 0.994 0.56
H -4.638 -1.695 -3.632 0.37
H -2.557 3.048 8.984 0.37
H -3.313 1.619 0.343 0.41
H -1.882 2.085 0.911 0.34
H 3.137 -3.284 -2.743 0.42
H -2.205 0.518 0.742 0.09
H 2.998 4.452 -0.401 0.31
H -0.640 2.176 4.470 0.21
H -5.014 0.314 -1.885 0.22
H -1.172 -0.710 -8.289 0.34
H -5.145 -0.051 10.448 0.36
H -3.283 -4.084 0.474 0.42
H 5.114 0.936 2.564 0.45
H 0.678 -4.212 -2.862 0.39
H 3.641 0.609 -6.467 0.40
H 3.601 -2.241 -1.359 -0.20
H 6.641 0.815 -3.075 0.52
H -6.174 2.418 -1.346 0.33
H -4.725 -1.431 8.422 0.42
H -2.624 1.088 -7.402 0.38
H 1.214 0.717 -5.810 0.47
H -0.600 -2.179 -4.312 0.21
H -1.465 2.263 6.391 0.14
H -1.932 -2.177 -0.364 0.42
H -1.382 2.488 -2.537 0.14
H 3.037 -3.468 2.577 0.34
H 0.564 -4.409 -1.075 0.48
H -3.070 1.241 -4.986 0.37
H 4.113 0.096 4.696 0.40
H -0.162 -2.346 -6.728 0.38
H -5.330 -4.771 -0.736 0.35
H 3.044 -2.166 4.696 0.38
H 0.652 0.482 -3.392 0.99
H 5.333 0.323 -4.703 0.45
H -2.120 -1.846 4.309 0.49
H -6.002 -3.570 -2.793 0.39
H 2.138 4.615 1.162 0.30
H -4.077 2.144 10.721 0.36
H -0.705 -3.512 -1.965 0.22
H -4.939 4.560 -1.381 0.32
H 1.483 5.406 -0.306 0.36
H -0.827 -2.106 2.160 0.48
```

2S+1: 1
Highest occupied orbital energy: -3.6 eV
Total energy: -110295.690 eV
Total charge: -2
Kohn-Sham gap: 6.84 eV
ΔE to the lowest compared entry with this formula, charge and spin: 10.7 kcal per mole